{"formula": "C4H12NO", "method": "ωB97M-V with the def2-TZVPD basis set", "total_energy_ev": -7870.322, "relative_energy_kj_mol": 382.9, "orbital_gap_ev": 7.22, "e_homo_ev": -13.32, "e_lumo_ha": -0.2242, "max_force_ev_per_a": 4.63, "total_charge": 1, "species": ["C", "C", "C", "C", "N", "O", "H", "H", "H", "H", "H", "H", "H", "H", "H", "H", "H", "H"], "xyz": [[0.260, -0.079, -2.488], [-1.407, -0.932, -0.681], [0.808, 0.407, 2.893], [0.048, -0.526, -0.995], [0.489, 0.476, -0.017], [0.555, 1.585, 3.093], [-0.501, 0.545, -2.850], [1.178, 0.444, -2.451], [0.448, -0.981, -3.070], [-1.879, -0.101, -1.169], [-1.530, -0.993, 0.402], [-1.827, -1.750, -1.074], [-0.085, -0.228, 3.183], [1.708, -0.010, 2.447], [0.736, -1.345, -0.795], [-0.147, 1.266, 0.146], [1.422, 0.648, -0.167], [-0.276, 1.573, 3.593]], "forces_ev_per_a": [[0.767, -1.893, 2.229], [2.401, 3.518, 1.323], [-1.934, -4.053, -1.112], [-0.255, -0.970, -0.419], [-3.040, -0.746, 1.514], [0.420, 2.592, 0.802], [-1.150, 0.706, -0.620], [1.065, 0.813, -0.442], [-0.432, 0.186, -0.287], [-1.314, 0.604, 0.504], [-0.286, 0.351, -0.075], [-0.837, -3.348, -1.824], [1.704, -0.370, -0.455], [0.126, 0.586, 0.154], [0.037, -0.336, -0.239], [0.793, -0.219, -0.659], [2.312, 1.376, -0.370], [-0.379, 1.203, -0.024]]}

=====

{"formula": "C4H12NO", "method": "ωB97M-V with the def2-TZVPD basis set", "total_energy_ev": -7873.414, "relative_energy_kj_mol": 84.6, "orbital_gap_ev": 11.22, "e_homo_ev": -14.54, "e_lumo_ha": -0.1219, "max_force_ev_per_a": 1.30, "total_charge": 1, "species": ["C", "C", "C", "C", "N", "H", "H", "H", "H", "H", "H", "H", "H", "H", "H", "H", "H", "O"], "xyz": [[1.372, -1.748, 0.091], [1.389, -0.600, -0.922], [0.493, 0.529, -0.486], [0.830, 1.743, -0.092], [-0.953, 0.196, -0.572], [2.216, -2.443, 0.063], [1.286, -1.457, 1.134], [0.565, -2.455, -0.138], [2.386, -0.176, -1.003], [1.013, -0.927, -1.894], [1.865, 2.049, -0.086], [0.133, 2.489, 0.269], [-1.117, -0.808, -0.584], [-1.378, 0.558, -1.428], [-1.449, 0.625, 0.254], [-3.012, 1.593, 1.825], [-3.102, 0.055, 1.928], [-2.536, 0.777, 1.640]], "forces_ev_per_a": [[-0.355, -1.250, -0.053], [-0.179, 0.529, 0.580], [0.394, -0.065, -0.347], [-0.022, -0.032, 0.140], [-0.239, 0.647, 0.484], [0.315, 0.558, -0.358], [-0.064, 0.358, -0.021], [-0.303, 0.255, 0.182], [0.083, -0.088, -0.293], [0.459, -0.159, -0.133], [0.114, -0.157, 0.037], [-0.197, -0.072, -0.155], [0.070, -0.160, 0.276], [0.122, 0.114, 0.003], [-0.229, -0.572, -0.327], [-0.062, -0.023, 0.112], [-0.121, -0.027, 0.133], [0.215, 0.144, -0.261]]}

=====

{"formula": "C4H12NO2", "method": "ωB97M-V with the def2-TZVPD basis set", "total_energy_ev": -9927.269, "relative_energy_kj_mol": 92.1, "orbital_gap_ev": 6.84, "e_homo_ev": -3.01, "e_lumo_ha": 0.1408, "max_force_ev_per_a": 1.41, "total_charge": -1, "species": ["C", "N", "C", "O", "H", "H", "H", "H", "H", "H", "C", "O", "C", "H", "H", "H", "H", "H", "H"], "xyz": [[-0.276, -2.109, 0.183], [-0.704, -0.811, -0.394], [-1.196, -1.092, -1.934], [-2.111, -2.015, -1.941], [-0.963, -2.900, -0.142], [-0.205, -2.063, 1.280], [0.731, -2.329, -0.182], [-1.617, -0.581, 0.020], [-0.210, -1.290, -2.440], [-1.528, -0.062, -2.244], [1.447, 1.329, 0.896], [1.361, 0.974, -0.476], [0.412, 2.395, 1.293], [1.377, 0.392, 1.468], [2.450, 1.749, 1.055], [0.512, 0.430, -0.531], [-0.607, 1.984, 1.287], [0.642, 2.822, 2.272], [0.485, 3.176, 0.531]], "forces_ev_per_a": [[-0.134, 0.675, -0.215], [-0.386, -0.115, -0.537], [0.096, 0.178, 1.396], [-0.053, -0.176, -0.599], [0.090, 0.017, 0.146], [-0.166, 0.012, -0.200], [0.015, -0.047, -0.087], [0.458, -0.196, -0.089], [-0.222, -0.095, 0.036], [0.182, -0.154, 0.086], [0.141, -0.146, -0.622], [-0.309, 0.444, 0.405], [0.217, -0.512, -0.275], [-0.163, 0.325, 0.374], [-0.070, -0.104, 0.031], [0.297, -0.284, -0.043], [0.257, 0.123, 0.009], [-0.098, -0.010, 0.044], [-0.150, 0.064, 0.141]]}

=====

{"formula": "C4H12NO2", "method": "ωB97M-V with the def2-TZVPD basis set", "total_energy_ev": -9927.636, "relative_energy_kj_mol": 56.7, "orbital_gap_ev": 6.67, "e_homo_ev": -2.67, "e_lumo_ha": 0.1472, "max_force_ev_per_a": 0.77, "total_charge": -1, "species": ["C", "C", "C", "N", "C", "O", "H", "H", "H", "H", "H", "H", "H", "H", "H", "H", "H", "H", "O"], "xyz": [[0.605, -1.736, 0.844], [0.314, -0.263, 1.136], [1.596, 0.498, 1.566], [-0.365, 0.379, 0.018], [0.425, 0.495, -1.266], [0.596, 1.755, -1.621], [1.530, -1.898, 0.282], [0.708, -2.286, 1.785], [-0.215, -2.183, 0.284], [-0.380, -0.258, 1.976], [2.048, 0.957, 0.696], [1.309, 1.296, 2.247], [2.282, -0.162, 2.095], [-0.567, 1.343, 0.257], [1.376, -0.079, -1.088], [-0.123, -0.161, -2.008], [-3.188, 0.100, -0.551], [-1.950, -0.706, -0.644], [-2.923, -0.816, -0.666]], "forces_ev_per_a": [[0.102, -0.154, 0.095], [0.447, 0.122, -0.195], [-0.699, -0.281, 0.139], [-0.378, -0.571, 0.141], [0.242, -0.063, -0.235], [-0.019, 0.060, -0.105], [-0.109, 0.183, -0.057], [0.021, -0.017, 0.011], [-0.058, -0.020, -0.013], [-0.155, 0.053, 0.158], [0.281, -0.046, -0.165], [0.048, 0.236, 0.117], [0.235, -0.007, -0.012], [0.072, 0.119, -0.109], [0.069, 0.021, 0.052], [0.004, 0.274, 0.059], [-0.094, 0.046, 0.004], [0.078, 0.210, 0.271], [-0.089, -0.165, -0.154]]}